Entry 1:
This record from the Open Molecules 2025 dataset describes 2 unconnected molecules or ions with the total composition C23H31FN3O2PS. The level of theory is wB97M-V/def2-TZVPD.

Element x y z (Å)
C 0.156 5.830 -3.382
C 0.766 4.707 -2.455
P 1.002 3.063 -3.372
C -0.409 2.952 -4.619
N 0.905 1.790 -2.132
C -0.418 1.627 -1.461
C -1.502 0.775 -2.213
C -2.784 1.543 -2.653
C -3.060 2.946 -2.460
C -4.285 3.544 -2.965
C -5.259 2.759 -3.682
C -5.021 1.339 -3.865
C -3.803 0.760 -3.359
S 1.633 0.363 -2.584
O 3.056 0.489 -2.439
O 1.142 -0.810 -1.859
F 1.359 0.138 -4.174
H 0.385 5.602 -4.452
H -0.947 5.943 -3.200
H 0.603 6.838 -3.176
H 1.816 5.037 -2.220
H 0.247 4.591 -1.471
H -0.812 1.922 -4.756
H -1.213 3.716 -4.452
H 0.058 3.235 -5.604
H -0.216 1.102 -0.482
H -0.763 2.649 -1.161
H -1.127 0.224 -3.115
H -1.851 -0.031 -1.505
H -2.328 3.601 -1.945
H -4.451 4.633 -2.819
H -6.169 3.255 -4.084
H -5.758 0.722 -4.416
H -3.615 -0.332 -3.509
C 3.470 -3.298 8.232
N 2.909 -3.188 6.865
C 3.722 -3.366 5.808
C 3.226 -3.311 4.521
C 1.870 -3.075 4.301
C 1.063 -2.872 5.420
C 1.602 -2.931 6.689
C 1.289 -3.063 2.940
C 0.261 -3.941 2.599
C -0.309 -3.893 1.344
N 0.114 -3.000 0.433
C 1.121 -2.153 0.718
C 1.723 -2.171 1.963
C -0.538 -2.926 -0.895
H 4.284 -2.581 8.324
H 3.831 -4.318 8.361
H 2.698 -3.082 8.965
H 4.766 -3.564 6.012
H 3.906 -3.477 3.693
H 0.005 -2.663 5.313
H 0.995 -2.783 7.573
H -0.105 -4.673 3.310
H -1.112 -4.561 1.058
H 1.424 -1.458 -0.061
H 2.518 -1.462 2.166
H 0.225 -3.068 -1.656
H -0.998 -1.944 -0.982
H -1.297 -3.701 -0.977

- Maximum force: 3.2 eV/A
- HOMO level: -12.2 eV
- M: 463.56 g mol⁻¹
- LUMO: -7.43 eV
- Total charge: +2

These are the Mulliken partial charges, in e, on atoms 1 to 4: number 1, C, carries -1.07; number 2, C, carries -0.40; number 3, P, carries -0.08; number 4, C, carries -1.03



Entry 2:
This record from the Open Molecules 2025 dataset describes a molecular structure, C23H31KN3O5S2Te. The level of theory is wB97M-V/def2-TZVPD.

Element x y z (Å)
K 0.569 -0.213 0.009
O 1.533 3.078 -1.812
S 1.585 2.403 -0.503
O 2.212 3.226 0.529
O 2.281 1.084 -0.629
O 0.161 2.072 -0.077
S -3.315 0.379 -0.770
C -2.562 1.252 -2.009
N -1.761 2.323 -1.886
C -1.252 2.741 -3.200
C -1.581 1.545 -4.091
N -2.684 0.939 -3.340
H -1.090 2.329 -1.089
H -0.189 2.963 -3.119
H -1.793 3.629 -3.539
H -0.731 0.863 -4.180
H -1.897 1.848 -5.088
H -2.988 -0.004 -3.520
C 0.626 -2.710 -2.465
C 0.140 -3.396 -1.179
O -0.180 -4.596 -1.256
N 0.121 -2.554 -0.129
Te -0.490 -3.317 1.739
C -1.148 -4.812 3.349
C -2.140 -5.755 3.080
C -2.688 -6.028 1.693
C -2.652 -6.535 4.127
C -2.206 -6.400 5.428
C -2.776 -7.240 6.546
C -1.219 -5.450 5.682
C -0.687 -4.654 4.671
C 0.374 -3.644 5.049
C 1.495 -4.087 1.959
C 1.772 -5.451 1.781
C 0.732 -6.477 1.393
C 3.089 -5.895 1.935
C 4.134 -5.036 2.229
C 5.545 -5.543 2.392
C 3.847 -3.684 2.350
C 2.554 -3.190 2.210
C 2.373 -1.691 2.313
H 0.865 -3.470 -3.207
H 1.502 -2.083 -2.287
H -0.172 -2.071 -2.854
H -2.372 -5.292 0.957
H -3.781 -6.052 1.708
H -2.346 -7.003 1.331
H -3.422 -7.271 3.904
H -3.490 -7.971 6.162
H -3.297 -6.624 7.284
H -1.994 -7.787 7.079
H -0.856 -5.321 6.699
H 0.534 -3.641 6.129
H 0.090 -2.635 4.742
H 1.326 -3.861 4.562
H 0.025 -6.064 0.671
H 0.177 -6.832 2.265
H 1.223 -7.333 0.926
H 3.296 -6.953 1.796
H 5.594 -6.622 2.243
H 5.934 -5.325 3.391
H 6.223 -5.074 1.675
H 4.651 -2.980 2.552
H 3.097 -1.250 2.997
H 1.371 -1.443 2.661
H 2.518 -1.220 1.336

- Maximum force: 2.4 eV/A
- Spin multiplicity: 2
- HOMO level (spin up / spin down): -1.9 / -2.5 eV
- M: 660.35 g mol⁻¹
- LUMO (spin up / spin down): 3.85 / 3.85 eV
- <S²>: 0.765
- Total charge: -2

These are the Mulliken partial charges, in e, on atoms 1 to 4: number 1, K, carries 0.73; number 2, O, carries -0.82; number 3, S, carries 1.44; number 4, O, carries -0.75



Entry 3:
This record from the Open Molecules 2025 dataset describes C23H31N3O in the gas phase. The level of theory is wB97M-V/def2-TZVPD.

Element x y z (Å)
O 0.722 2.458 -1.842
C 0.965 1.574 -1.041
C 2.190 0.648 -1.209
C 3.077 1.124 -2.385
C 4.451 1.490 -1.908
C 5.511 0.602 -2.031
C 6.766 0.933 -1.552
C 6.975 2.157 -0.939
C 5.922 3.047 -0.807
C 4.668 2.715 -1.287
N 1.736 -0.703 -1.415
C 0.717 -1.067 -2.238
C 0.604 -2.430 -2.214
C 1.602 -2.913 -1.345
C 2.284 -1.825 -0.874
N 0.194 1.360 0.041
C -1.056 2.079 0.178
C -2.233 1.107 0.075
N -2.121 0.109 1.123
C -3.256 -0.805 1.310
C -3.317 -1.185 2.795
C -4.433 -2.187 3.069
C -5.778 -1.613 2.641
C -5.729 -1.224 1.169
C -4.609 -0.219 0.904
C -0.880 -0.625 0.942
C 0.309 0.332 1.048
H 2.779 0.680 -0.285
H 2.591 1.989 -2.842
H 3.134 0.328 -3.128
H 5.351 -0.355 -2.509
H 7.584 0.235 -1.658
H 7.955 2.416 -0.566
H 6.080 4.004 -0.330
H 3.846 3.409 -1.188
H 0.156 -0.330 -2.778
H -0.111 -3.019 -2.755
H 1.794 -3.939 -1.099
H 3.118 -1.764 -0.202
H -1.108 2.828 -0.612
H -1.076 2.570 1.156
H -3.151 1.678 0.209
H -2.236 0.655 -0.933
H -3.098 -1.720 0.710
H -2.363 -1.606 3.115
H -3.485 -0.274 3.372
H -4.452 -2.436 4.132
H -4.238 -3.107 2.513
H -6.570 -2.346 2.807
H -6.005 -0.730 3.243
H -6.683 -0.789 0.864
H -5.561 -2.118 0.564
H -4.798 0.690 1.479
H -4.612 0.033 -0.158
H -0.790 -1.383 1.721
H -0.847 -1.133 -0.039
H 1.238 -0.225 0.957
H 0.280 0.819 2.030

- Maximum force: 0.6 eV/A
- SMILES: O=C([C@H](Cc1ccccc1)n1cccc1)N1CCN(C2CCCCC2)CC1
- HOMO level: -8.3 eV
- M: 365.52 g mol⁻¹
- LUMO: 0.83 eV

These are the Mulliken partial charges, in e, on atoms 1 to 4: number 1, O, carries -0.70; number 2, C, carries 0.50; number 3, C, carries 0.07; number 4, C, carries -1.69



Entry 4:
This record from the Open Molecules 2025 dataset describes C23H31N3O2 in the gas phase. The level of theory is wB97M-V/def2-TZVPD.

Element x y z (Å)
C -0.665 -1.936 -3.002
C -1.065 -0.602 -2.456
C -2.398 -0.209 -2.475
C -2.782 1.009 -1.945
C -1.841 1.837 -1.365
C -0.504 1.453 -1.311
C 0.436 2.385 -0.621
O 0.094 3.507 -0.279
N 1.675 1.911 -0.369
C 2.672 2.695 0.316
C 3.391 1.864 1.377
C 4.260 0.764 0.762
N 3.494 -0.258 0.050
C 4.318 -0.920 -0.946
C 2.902 -1.210 0.982
C 1.983 -2.225 0.300
C 0.925 -2.782 1.260
N -0.102 -1.811 1.547
C -1.248 -1.752 0.823
O -1.549 -2.617 0.021
C -2.126 -0.584 1.112
C -1.648 0.633 1.588
C -2.525 1.680 1.801
C -3.875 1.526 1.540
C -4.369 0.324 1.045
C -5.829 0.156 0.757
C -3.482 -0.719 0.834
C -0.126 0.242 -1.881
H 0.395 -1.965 -3.247
H -0.869 -2.694 -2.244
H -1.241 -2.184 -3.891
H -3.136 -0.866 -2.913
H -3.819 1.311 -1.979
H -2.117 2.789 -0.940
H 1.970 0.970 -0.598
H 3.406 3.080 -0.404
H 2.158 3.547 0.768
H 2.656 1.440 2.063
H 4.042 2.521 1.956
H 4.933 1.236 0.042
H 4.883 0.307 1.549
H 3.711 -1.619 -1.516
H 5.160 -1.470 -0.499
H 4.715 -0.174 -1.633
H 3.685 -1.747 1.549
H 2.317 -0.629 1.698
H 2.566 -3.057 -0.097
H 1.457 -1.746 -0.527
H 0.422 -3.630 0.789
H 1.387 -3.111 2.195
H 0.116 -1.059 2.178
H -0.593 0.795 1.758
H -2.148 2.628 2.155
H -4.551 2.352 1.707
H -6.352 -0.165 1.659
H -5.986 -0.597 -0.010
H -6.270 1.096 0.431
H -3.827 -1.664 0.441
H 0.913 -0.056 -1.903

- Maximum force: 0.5 eV/A
- SMILES: Cc1cccc(C(=O)NCCCN(C)CCCNC(=O)c2cccc(C)c2)c1
- HOMO level: -8.6 eV
- M: 381.52 g mol⁻¹
- LUMO: 0.69 eV

These are the Mulliken partial charges, in e, on atoms 1 to 4: number 1, C, carries -1.77; number 2, C, carries 0.50; number 3, C, carries -0.50; number 4, C, carries -0.71



Entry 5:
This record from the Open Molecules 2025 dataset describes C23H31N3O5S in the gas phase. The level of theory is wB97M-V/def2-TZVPD.

Element x y z (Å)
C -3.718 -1.651 3.379
C -2.409 -1.488 2.617
C -2.583 -0.576 1.403
C -1.264 -0.405 0.637
C -0.923 -1.604 -0.258
O -1.420 -2.701 -0.089
N 0.003 -1.343 -1.196
C 0.591 -2.384 -2.021
C 2.058 -2.468 -1.760
C 2.779 -3.183 -0.847
C 4.126 -2.775 -1.001
C 4.121 -1.843 -1.992
O 2.878 -1.652 -2.455
N -1.148 0.871 -0.062
C -0.179 1.697 0.380
O 0.551 1.412 1.324
C 0.084 3.038 -0.303
N 1.512 3.286 -0.280
S 2.393 1.984 -0.922
O 1.437 1.111 -1.561
O 3.418 2.545 -1.747
C 3.197 1.162 0.446
C 2.847 -0.119 0.816
C 3.507 -0.717 1.876
C 4.504 -0.029 2.548
C 4.852 1.256 2.161
C 4.195 1.858 1.102
C -2.015 1.224 -1.178
C -3.142 2.203 -0.754
C -4.453 1.559 -1.212
C -4.028 0.681 -2.384
C -2.725 0.060 -1.887
H -4.478 -2.096 2.741
H -4.083 -0.687 3.729
H -3.577 -2.297 4.242
H -2.062 -2.462 2.273
H -1.650 -1.067 3.280
H -3.352 -1.007 0.761
H -2.922 0.407 1.737
H -0.459 -0.374 1.387
H 0.407 -0.416 -1.301
H 0.421 -2.152 -3.077
H 0.096 -3.321 -1.757
H 2.395 -3.909 -0.160
H 4.975 -3.130 -0.453
H 4.905 -1.265 -2.438
H -0.429 3.838 0.236
H -0.214 3.059 -1.348
H 1.844 3.471 0.657
H 2.067 -0.635 0.281
H 3.239 -1.719 2.175
H 5.015 -0.496 3.376
H 5.633 1.788 2.684
H 4.452 2.850 0.763
H -1.384 1.703 -1.931
H -3.002 3.167 -1.243
H -3.125 2.373 0.322
H -4.866 0.935 -0.419
H -5.201 2.299 -1.490
H -3.842 1.298 -3.265
H -4.772 -0.071 -2.640
H -2.957 -0.753 -1.206
H -2.118 -0.342 -2.697

- Maximum force: 1.0 eV/A
- SMILES: CCC[C@@H](C(=O)NCc1ccco1)N(C(=O)CNS(=O)(=O)c1ccccc1)C1CCCC1
- HOMO level: -8.5 eV
- M: 461.58 g mol⁻¹
- LUMO: 0.55 eV

These are the Mulliken partial charges, in e, on atoms 1 to 4: number 1, C, carries -1.43; number 2, C, carries -0.39; number 3, C, carries -0.50; number 4, C, carries -0.44



Entry 6:
This record from the Open Molecules 2025 dataset describes a molecular structure, C23H32B2BrMgN6O2Se2. The level of theory is wB97M-V/def2-TZVPD.

Element x y z (Å)
Mg 0.367 0.572 -0.278
C 2.767 -1.705 2.850
C 2.190 -1.602 1.575
N 1.542 -0.451 1.445
N 1.692 0.207 2.617
C 2.421 -0.524 3.475
B 1.014 1.586 2.807
N -0.512 1.404 2.581
C -1.522 1.648 3.430
C -2.707 1.311 2.807
C -2.314 0.862 1.538
N -0.997 0.915 1.412
N 1.576 2.571 1.746
C 2.267 3.706 1.920
C 2.534 4.252 0.681
C 1.950 3.355 -0.223
N 1.377 2.350 0.425
H 3.350 -2.516 3.254
H 2.213 -2.298 0.751
H 2.639 -0.155 4.464
H 1.222 2.002 3.922
H -1.327 2.048 4.412
H -3.704 1.390 3.206
H -2.912 0.527 0.706
H 2.519 4.048 2.911
H 3.064 5.162 0.463
H 1.898 3.388 -1.300
C -3.953 -0.817 -2.237
Se -2.089 -1.220 -1.878
C -2.363 -3.171 -1.755
C -2.305 -3.651 -0.308
Se -0.517 -3.369 0.421
C -1.025 -2.790 2.200
H -4.229 -1.207 -3.214
H -4.039 0.267 -2.227
H -4.588 -1.256 -1.469
H -1.584 -3.646 -2.351
H -3.331 -3.411 -2.198
H -2.551 -4.709 -0.213
H -2.983 -3.069 0.316
H -1.477 -3.603 2.763
H -1.710 -1.947 2.119
H -0.113 -2.458 2.695
C 5.449 -4.294 -5.980
C 3.940 -4.061 -6.125
C 3.617 -3.736 -7.590
C 3.223 -5.359 -5.755
C 3.511 -2.888 -5.235
C 4.098 -1.634 -5.421
C 3.760 -0.525 -4.641
C 2.809 -0.707 -3.663
O 2.313 0.186 -2.757
B 1.337 -0.511 -1.944
O 1.321 -1.858 -2.449
C 2.214 -1.934 -3.474
C 2.540 -3.034 -4.236
H 5.766 -5.134 -6.607
H 5.703 -4.522 -4.943
H 6.020 -3.414 -6.280
H 3.901 -4.571 -8.238
H 4.153 -2.847 -7.926
H 2.548 -3.550 -7.713
H 3.569 -6.164 -6.408
H 2.141 -5.269 -5.878
H 3.431 -5.650 -4.723
H 4.844 -1.504 -6.197
H 4.225 0.440 -4.794
H 2.047 -3.977 -4.045
Br -1.577 1.918 -1.782

- Maximum force: 1.2 eV/A
- HOMO level: -4.7 eV
- M: 708.30 g mol⁻¹
- LUMO: 2.43 eV
- Total charge: -1

These are the Mulliken partial charges, in e, on atoms 1 to 4: number 1, Mg, carries 1.00; number 2, C, carries -1.29; number 3, C, carries -0.68; number 4, N, carries 0.00



Entry 7:
This record from the Open Molecules 2025 dataset describes a molecular structure, C23H32B3F15O14. The level of theory is wB97M-V/def2-TZVPD.

Element x y z (Å)
B 5.465 -0.444 7.007
O 6.107 -1.244 6.052
B 5.068 -2.005 5.514
O 4.140 -1.283 4.762
B 3.585 -0.351 5.666
C 2.028 -0.118 5.607
C 1.336 -1.525 5.666
C 0.500 -1.772 6.946
O -0.060 -1.519 5.622
O 4.421 0.347 6.541
H 5.798 -0.513 8.140
H 4.975 -3.165 5.736
H 1.616 0.456 6.437
H 1.725 0.275 4.628
H 1.879 -2.367 5.249
H 0.620 -2.815 7.202
H 0.748 -0.897 7.528
C 6.157 1.157 2.724
C 5.218 0.286 1.917
O 4.879 0.923 0.669
C 5.772 0.795 -0.309
O 6.805 0.201 -0.234
C 5.266 1.494 -1.578
F 4.756 2.706 -1.312
F 4.295 0.776 -2.167
F 6.237 1.665 -2.474
H 5.728 2.150 2.867
H 6.348 0.709 3.700
H 7.110 1.288 2.211
H 4.285 0.150 2.461
H 5.639 -0.704 1.741
C 2.234 -1.299 -1.809
C 1.019 -2.184 -1.659
O 0.830 -2.537 -0.276
C 0.227 -1.628 0.478
O -0.164 -0.560 0.115
C 0.059 -2.154 1.905
F 1.177 -2.744 2.363
F -0.923 -3.069 1.972
F -0.248 -1.172 2.755
H 3.111 -1.778 -1.370
H 2.436 -1.091 -2.859
H 2.091 -0.351 -1.291
H 1.163 -3.119 -2.197
H 0.123 -1.712 -2.063
C -3.775 -0.189 -0.219
C -4.753 -1.055 -0.982
O -5.181 -0.407 -2.195
C -4.355 -0.508 -3.228
O -3.305 -1.080 -3.229
C -4.962 0.185 -4.453
F -5.483 1.383 -4.148
F -5.953 -0.551 -4.984
F -4.053 0.381 -5.411
H -4.200 0.797 -0.033
H -3.518 -0.648 0.736
H -2.856 -0.040 -0.788
H -5.652 -1.213 -0.388
H -4.335 -2.038 -1.201
C -1.455 1.971 4.480
C -2.836 1.976 5.100
O -3.599 3.122 4.670
C -4.182 3.015 3.482
O -4.113 2.065 2.762
C -4.997 4.278 3.179
F -4.316 5.394 3.476
F -6.132 4.296 3.899
F -5.337 4.346 1.891
H -0.940 2.910 4.689
H -0.864 1.144 4.876
H -1.511 1.867 3.396
H -2.757 2.055 6.183
H -3.376 1.055 4.880
C -3.770 0.430 -8.442
C -3.490 0.553 -9.925
O -2.109 0.269 -10.215
C -1.784 -1.016 -10.306
O -2.534 -1.935 -10.167
C -0.300 -1.156 -10.663
F 0.469 -0.335 -9.932
F -0.090 -0.856 -11.956
F 0.139 -2.399 -10.462
H -3.090 1.062 -7.871
H -4.796 0.725 -8.221
H -3.624 -0.593 -8.098
H -3.665 1.575 -10.254
H -4.143 -0.093 -10.512

- Maximum force: 4.0 eV/A
- HOMO level: -10.7 eV
- M: 849.90 g mol⁻¹
- LUMO: -0.12 eV

These are the Mulliken partial charges, in e, on atoms 1 to 4: number 1, B, carries 0.49; number 2, O, carries -0.41; number 3, B, carries 0.50; number 4, O, carries -0.07